{"formula": "C23H64AsF6O19S9", "method": "the ωB97M-V functional and the def2-TZVPD basis", "charge": -1, "e_lumo_ev": 1.628, "homo_ha": -0.2702, "relative_energy_kj_mol": 620.0, "symbols": ["As", "F", "F", "F", "F", "F", "F", "O", "S", "O", "O", "C", "C", "C", "H", "H", "H", "H", "H", "H", "H", "H", "O", "S", "O", "O", "C", "C", "C", "H", "H", "H", "H", "H", "H", "H", "H", "O", "S", "O", "O", "C", "C", "C", "H", "H", "H", "H", "H", "H", "H", "H", "O", "S", "O", "O", "C", "C", "C", "H", "H", "H", "H", "H", "H", "H", "H", "O", "S", "O", "O", "C", "C", "C", "H", "H", "H", "H", "H", "H", "H", "H", "C", "S", "O", "C", "H", "H", "H", "H", "H", "H", "C", "S", "O", "C", "H", "H", "H", "H", "H", "H", "C", "S", "O", "C", "H", "H", "H", "H", "H", "H", "C", "S", "O", "C", "H", "H", "H", "H", "H", "H"], "coordinates": [[-0.44099, -0.09344, -0.62794], [0.89966, 1.06914, -0.35716], [-1.33147, 1.01103, -1.69017], [-1.70719, -1.34574, -0.92406], [0.42061, -1.12567, 0.50705], [-1.39627, 0.60851, 0.76502], [0.51720, -0.77119, -2.01264], [-2.38450, 6.60930, -1.72392], [-3.46903, 6.32848, -2.65999], [-4.51460, 7.34075, -2.80547], [-2.83408, 6.11150, -4.21854], [-1.81596, 5.23310, -4.46958], [-1.50828, 5.22870, -5.95262], [-4.31758, 4.65277, -2.28126], [-2.12546, 4.24499, -4.12909], [-0.97090, 5.59224, -3.88223], [-0.58110, 4.71764, -6.21192], [-1.46526, 6.23427, -6.37102], [-2.36896, 4.86905, -6.51652], [-4.71154, 4.84651, -1.28358], [-3.61650, 3.81824, -2.29229], [-5.09541, 4.50990, -3.03138], [-7.11490, -5.84908, -0.73492], [-7.14000, -5.92649, 0.78705], [-7.54069, -7.17808, 1.38082], [-5.60980, -5.55997, 1.41749], [-4.93891, -4.51984, 0.83952], [-4.42641, -3.73212, 2.14213], [-8.13388, -4.56940, 1.52977], [-5.54741, -3.98497, 0.11032], [-4.02491, -4.82751, 0.33152], [-5.22180, -3.10453, 2.54411], [-3.46711, -3.22615, 2.03330], [-4.16151, -4.44466, 2.92328], [-7.86555, -4.40913, 2.57401], [-9.13908, -4.98089, 1.43848], [-7.95736, -3.62987, 1.00612], [5.75743, -7.08161, -0.07395], [5.27385, -7.82437, 1.10826], [6.08658, -7.99006, 2.25885], [3.87181, -7.18093, 1.60283], [3.03972, -6.53897, 0.62597], [1.77806, -5.85260, 1.32644], [4.67502, -9.52288, 0.54046], [2.85935, -7.23891, -0.18991], [3.43349, -5.74664, -0.01064], [2.09548, -5.12116, 2.06963], [1.23791, -6.56868, 1.94576], [1.02721, -5.41161, 0.67081], [5.57904, -10.12609, 0.45687], [4.31393, -9.30707, -0.46511], [3.88206, -9.96361, 1.14466], [4.27767, 6.08482, -3.10572], [5.34176, 5.17573, -2.62947], [6.49954, 4.67653, -3.33515], [5.92502, 5.75969, -1.16256], [6.90785, 4.88114, -0.59045], [6.80080, 4.97204, 0.90852], [4.36151, 3.62621, -1.97594], [7.90141, 4.86487, -1.03840], [6.73667, 3.81811, -0.76004], [7.09308, 5.90091, 1.39829], [7.33747, 4.14828, 1.37917], [5.73540, 4.96335, 1.13861], [3.82951, 3.14290, -2.79539], [3.80401, 3.89378, -1.07834], [5.05642, 2.84270, -1.67375], [-3.08743, 0.40252, 8.15908], [-3.34093, 1.71159, 7.55689], [-4.50566, 2.51544, 7.93400], [-2.01720, 2.70249, 7.86363], [-0.74934, 2.19623, 7.55964], [0.45931, 3.03804, 8.10667], [-3.18624, 1.61642, 5.69466], [-0.59038, 2.20589, 6.48135], [-0.69457, 1.22000, 8.04137], [0.92715, 3.66653, 7.34889], [1.20926, 2.31904, 8.43638], [0.16825, 3.56022, 9.01811], [-2.18285, 1.24197, 5.49195], [-3.35150, 2.63620, 5.34702], [-3.96529, 0.91945, 5.38578], [1.41014, 7.14304, 1.61724], [1.87972, 5.84023, 2.87517], [1.61547, 6.63292, 4.17505], [0.49019, 4.60998, 2.72493], [2.00855, 7.99725, 1.93401], [0.36658, 7.44678, 1.53463], [1.72285, 6.82633, 0.62225], [0.84598, 3.66220, 3.12894], [0.11607, 4.47472, 1.71011], [-0.37144, 4.98035, 3.28039], [5.29951, -2.04449, 1.06121], [5.90818, -0.54470, 1.95674], [6.35115, 0.43357, 0.88014], [4.29772, -0.06863, 2.72481], [6.13267, -2.43967, 0.48003], [4.38159, -1.81909, 0.51834], [5.04752, -2.71532, 1.88255], [3.56329, 0.12819, 1.94380], [4.46806, 0.84137, 3.30012], [4.00619, -0.89944, 3.36735], [-5.38126, 0.75911, -5.57269], [-4.66358, -0.74349, -4.75437], [-5.40052, -1.96008, -5.32352], [-3.07383, -0.77770, -5.67223], [-5.15728, 1.56306, -4.87156], [-6.41543, 0.49991, -5.79945], [-4.99920, 1.04067, -6.55395], [-2.37946, -1.23325, -4.96623], [-2.82608, 0.28018, -5.75938], [-3.03793, -1.36534, -6.58955], [1.39933, -4.05924, -5.40039], [0.74361, -5.76565, -5.38182], [1.33471, -6.46292, -4.15884], [-0.97230, -5.18860, -4.89625], [2.43242, -3.99795, -5.74257], [1.44535, -3.68143, -4.37900], [0.87304, -3.19622, -5.80820], [-0.96278, -4.65946, -3.94334], [-1.67646, -6.00690, -4.74577], [-1.32699, -4.50559, -5.66813]], "forces_ev_per_angstrom": [[0.0, 0.0, 0.2], [-1.4, -0.4, -0.4], [0.8, -0.6, 0.5], [1.2, 1.2, 0.4], [-0.7, 0.1, -0.6], [1.1, -0.8, -1.5], [-1.1, 0.7, 1.3], [-1.3, -0.9, -1.4], [0.0, 0.3, -0.5], [1.5, -1.9, -0.1], [-3.5, 2.2, 1.9], [1.8, -1.0, 0.4], [-0.7, 0.6, -0.5], [0.9, 1.6, -0.4], [0.4, -0.3, 0.0], [0.4, -0.5, -0.1], [-0.2, -0.2, 0.1], [0.5, 0.3, 0.5], [0.1, -0.7, 0.1], [-0.1, -0.2, -0.1], [0.2, 0.3, 0.1], [0.0, 0.2, 0.1], [-0.1, 0.3, 4.9], [1.4, 0.0, -2.9], [0.4, 1.2, -0.1], [-3.8, -3.1, -0.6], [2.6, 2.6, 1.4], [-0.2, -0.3, -1.0], [0.6, -0.7, -0.5], [0.1, 0.4, 0.3], [-0.2, -0.5, -0.3], [0.2, 0.3, 0.0], [-0.4, 0.6, -0.6], [-0.4, -0.5, -0.2], [0.1, -0.5, -0.1], [-0.1, 0.5, 0.0], [-0.2, -0.3, -0.3], [-0.9, -1.5, 2.3], [-1.0, -0.2, -2.6], [0.1, 0.1, 0.4], [1.0, 0.5, -0.1], [-2.1, 1.3, -0.9], [0.9, -1.6, 0.5], [0.7, 1.7, -0.4], [-0.9, -0.6, 0.4], [1.3, 0.3, 0.9], [0.3, 0.3, -0.4], [0.0, -0.4, -0.2], [0.5, 0.0, -0.4], [-0.2, 0.0, 0.2], [-0.1, -0.2, 0.0], [0.4, 0.3, 0.3], [3.1, -1.3, 0.7], [-2.6, -1.5, 2.2], [-1.0, 1.1, -0.3], [-0.5, -0.6, -2.1], [0.5, -1.4, 0.6], [-0.2, 0.8, 0.5], [1.6, 0.6, -0.4], [0.2, 1.5, 0.0], [-1.1, -0.1, -0.4], [0.6, 0.2, -0.4], [-0.2, 0.0, 0.0], [-0.1, -0.7, 0.1], [-0.4, 0.7, 0.0], [-0.3, 0.3, -0.5], [0.4, 0.3, 0.0], [-0.4, 1.9, -0.9], [0.6, 0.7, 0.1], [2.1, -1.5, -0.7], [-2.5, 0.2, 0.1], [2.0, -0.1, 0.3], [-0.9, -0.8, 0.3], [-0.4, 0.0, 1.9], [-0.2, -0.6, -0.1], [0.2, -0.3, -0.6], [-0.4, 0.2, 0.2], [0.1, -0.1, -0.1], [0.0, 0.4, -0.2], [-0.3, 0.0, -0.1], [0.0, -0.2, -0.1], [0.1, 0.1, -0.1], [0.4, -0.8, -0.2], [-1.9, 2.1, 1.1], [0.6, -1.6, -1.5], [0.0, 0.6, -0.2], [0.0, -0.1, 0.0], [-0.1, -0.4, 0.6], [0.2, -0.1, 0.0], [0.0, 0.1, 0.0], [0.5, 0.0, -0.2], [0.3, 0.2, 0.3], [-0.1, 0.7, 1.2], [0.2, 0.1, -1.3], [-0.8, -0.6, 1.2], [0.6, 0.1, -0.8], [-0.3, 0.1, -0.1], [0.3, 0.1, -0.3], [0.0, -0.3, -0.1], [-0.1, -0.1, 0.0], [0.1, -0.1, 0.0], [0.0, 0.1, 0.0], [0.3, -0.5, -0.2], [-0.6, -1.7, -2.6], [0.5, 1.5, 1.0], [0.2, 0.5, 1.5], [-0.7, 0.2, -0.1], [-0.2, 0.3, 0.8], [0.6, -0.4, 0.1], [0.2, 0.1, 0.0], [0.4, -0.2, -0.4], [-0.7, 0.3, 0.0], [0.8, 1.0, 1.0], [-0.7, 0.3, 1.8], [-0.6, 1.0, -1.6], [0.4, -0.1, 0.0], [-0.1, -0.5, -0.3], [0.1, -0.7, 0.5], [-0.6, -0.7, -0.9], [0.5, 0.1, 0.0], [0.3, -0.3, -0.4], [0.0, -0.1, -0.1]], "lowdin_charge": [0.8827, -0.3155, -0.3022, -0.3141, -0.2960, -0.3287, -0.3198, -0.3067, 0.7062, -0.3109, -0.2714, -0.3351, -0.0609, -0.0704, 0.1120, 0.1222, 0.0833, 0.0781, 0.0742, 0.0614, 0.0553, 0.0600, -0.3302, 0.7216, -0.2969, -0.2819, -0.2953, -0.0406, -0.1034, 0.1091, 0.1169, 0.0612, 0.0688, 0.0682, 0.0701, 0.0645, 0.0679, -0.3094, 0.6365, -0.2795, -0.2660, -0.2502, -0.0416, -0.0888, 0.1073, 0.1073, 0.0676, 0.0610, 0.0770, 0.0588, 0.0519, 0.0664, -0.3207, 0.7206, -0.3056, -0.2604, -0.3176, -0.0671, -0.0700, 0.1198, 0.0937, 0.0732, 0.0852, 0.0764, 0.0626, 0.0619, 0.0447, -0.3104, 0.6955, -0.3047, -0.2699, -0.3026, -0.0448, -0.0835, 0.1020, 0.1108, 0.0710, 0.0679, 0.0762, 0.0537, 0.0716, 0.0677, -0.2447, 0.8433, -0.6147, -0.2475, 0.0390, 0.0545, 0.0378, 0.0354, 0.0493, 0.0468, -0.2455, 0.8144, -0.5983, -0.2518, 0.0502, 0.0561, 0.0372, 0.0524, 0.0414, 0.0473, -0.2614, 0.8606, -0.5994, -0.2534, 0.0298, 0.0461, 0.0451, 0.0346, 0.0360, 0.0598, -0.2867, 0.8368, -0.5859, -0.2491, 0.0435, 0.0528, 0.0504, 0.0549, 0.0450, 0.0388]}

=====

{"formula": "C23H65N13O11", "method": "the ωB97M-V functional and the def2-TZVPD basis", "smiles": "COCCNCCOC.COCCNCCOC.COCCNCCOC.NC(N)=O.NC(N)=O.NC(N)=O.NC(N)=O.NC(N)=O", "e_lumo_ev": 0.274, "homo_ha": -0.2714, "relative_energy_kj_mol": 373.1, "symbols": ["C", "O", "C", "C", "N", "C", "C", "O", "C", "H", "H", "H", "H", "H", "H", "H", "H", "H", "H", "H", "H", "H", "H", "H", "C", "O", "C", "C", "N", "C", "C", "O", "C", "H", "H", "H", "H", "H", "H", "H", "H", "H", "H", "H", "H", "H", "H", "H", "C", "O", "C", "C", "N", "C", "C", "O", "C", "H", "H", "H", "H", "H", "H", "H", "H", "H", "H", "H", "H", "H", "H", "H", "N", "C", "N", "O", "H", "H", "H", "H", "N", "C", "N", "O", "H", "H", "H", "H", "N", "C", "N", "O", "H", "H", "H", "H", "N", "C", "N", "O", "H", "H", "H", "H", "N", "C", "N", "O", "H", "H", "H", "H"], "coordinates": [[15.52342, 7.56682, 20.08582], [15.06184, 8.76168, 20.62644], [14.74944, 8.73314, 22.05726], [14.29314, 10.16710, 22.51209], [15.00060, 11.21654, 21.84199], [16.20122, 11.56188, 22.52665], [17.23156, 12.34558, 21.73278], [17.68686, 11.35730, 20.74883], [18.48966, 12.02280, 19.82272], [15.74820, 7.72422, 19.03093], [14.78878, 6.78738, 20.28803], [16.49955, 7.39188, 20.53822], [15.63894, 8.35803, 22.56344], [13.98658, 7.97194, 22.22080], [14.37172, 10.21043, 23.59839], [13.22364, 10.26090, 22.32366], [15.43916, 10.71148, 21.08523], [16.63094, 10.59314, 22.78159], [16.01277, 12.06486, 23.47513], [17.94262, 12.78934, 22.42962], [16.75054, 13.12308, 21.13930], [19.43528, 12.19350, 20.33728], [18.12944, 12.99588, 19.48887], [18.65776, 11.38272, 18.95662], [11.18620, 11.33316, 19.33775], [11.36800, 10.31174, 18.29240], [12.01494, 10.71762, 17.11509], [12.16062, 9.45144, 16.29132], [10.92452, 9.09081, 15.65265], [10.06086, 8.26168, 16.49744], [8.60368, 8.01338, 15.93162], [8.67104, 6.84144, 15.16878], [7.48804, 6.03908, 15.36682], [11.04134, 12.35268, 18.98040], [12.09618, 11.44692, 19.92688], [10.35263, 11.16938, 20.02073], [13.01804, 11.12424, 17.24388], [11.36684, 11.42844, 16.60244], [12.60196, 8.68622, 16.92988], [12.97536, 9.73676, 15.62583], [10.47454, 9.97494, 15.46303], [9.92963, 8.65850, 17.50412], [10.49918, 7.27194, 16.62546], [8.12736, 8.82710, 15.38475], [8.00128, 7.82214, 16.81968], [6.53888, 6.49184, 15.08013], [7.35808, 5.67940, 16.38752], [7.65594, 5.16176, 14.74212], [14.71160, 14.30092, 8.67749], [15.52884, 14.63666, 9.79442], [16.88840, 14.62456, 9.54596], [17.73954, 14.41814, 10.87733], [17.46031, 13.14638, 11.54245], [17.82862, 13.08478, 12.91763], [17.83782, 11.63766, 13.37110], [18.24576, 11.55664, 14.70309], [18.66602, 10.34134, 15.18817], [14.89530, 13.27060, 8.37287], [14.88176, 15.00862, 7.86613], [13.66052, 14.37682, 8.95601], [17.29914, 15.48530, 9.01822], [17.11495, 13.77124, 8.90672], [17.57947, 15.25480, 11.55737], [18.79284, 14.49132, 10.60662], [16.45354, 13.14790, 11.62323], [17.21728, 13.75474, 13.52220], [18.85314, 13.45280, 12.97288], [18.45684, 11.06454, 12.68086], [16.84402, 11.20034, 13.27505], [18.83732, 10.51690, 16.25021], [19.61666, 10.08754, 14.71915], [17.94136, 9.54053, 15.04096], [17.76916, 13.55128, 16.34013], [16.69128, 13.75376, 17.12023], [16.63033, 14.84364, 17.71909], [15.79236, 12.99784, 17.00783], [18.63534, 14.06582, 16.26870], [17.73570, 12.63008, 15.92738], [17.43604, 15.44804, 17.79422], [15.83776, 14.99010, 18.32776], [14.25770, 12.13524, 11.40588], [13.86464, 12.70348, 12.50081], [13.41432, 11.82896, 13.36073], [13.76430, 13.86770, 12.73100], [14.04558, 11.17804, 11.16320], [14.79476, 12.69888, 10.76247], [13.69806, 10.86194, 13.29416], [13.04252, 12.22164, 14.21376], [16.09920, 8.71517, 11.55274], [15.36666, 8.69908, 12.66454], [15.85572, 7.87444, 13.62548], [14.35990, 9.37564, 12.89132], [16.99025, 8.24000, 11.53381], [15.76650, 9.31692, 10.81294], [16.74154, 7.40166, 13.51646], [15.44282, 7.86590, 14.54719], [13.03152, 14.02578, 17.52189], [12.18148, 14.07822, 16.53839], [11.05334, 14.60372, 16.93903], [12.30232, 13.61116, 15.42418], [13.94056, 13.64248, 17.30552], [12.76896, 14.57998, 18.32440], [10.32394, 14.38996, 16.27389], [10.90118, 14.86688, 17.90220], [15.52562, 10.49098, 16.02490], [15.38850, 9.68531, 17.05598], [15.63662, 10.31812, 18.22234], [15.02366, 8.54526, 16.83584], [15.46514, 10.06236, 15.11236], [15.67656, 11.45806, 16.27400], [15.93606, 11.28256, 18.20489], [15.48138, 9.76492, 19.05299]], "forces_ev_per_angstrom": [[0.8, -0.1, 0.4], [-1.1, 1.6, 1.3], [0.3, 0.2, -1.2], [-0.8, -1.7, 0.0], [0.2, 0.5, -1.1], [0.9, 0.2, 1.7], [-1.7, -1.9, -0.8], [-0.5, 1.5, 0.9], [1.2, -0.5, -0.1], [-0.6, -0.2, -0.1], [0.3, -0.4, -0.3], [0.1, -0.8, 0.3], [0.3, 0.3, 0.2], [-0.3, 0.1, 0.1], [0.3, 0.1, 0.1], [0.0, 0.0, -0.3], [-0.6, 0.2, -1.2], [1.0, 0.0, 0.5], [-0.2, 0.2, 0.1], [0.7, -0.3, -0.4], [-0.1, 0.4, 0.2], [0.5, 0.2, -0.4], [-0.5, 0.1, 0.0], [-0.1, 0.0, 0.0], [0.9, -0.1, -0.9], [-0.9, 1.4, 2.8], [-0.1, -0.7, 0.1], [0.9, 1.2, 0.3], [-0.4, -0.8, -0.2], [-1.3, 0.5, -0.4], [1.9, -0.1, 1.1], [-1.8, -0.9, -0.1], [1.0, -0.5, -0.8], [-0.2, 0.0, -0.8], [0.2, -0.4, 0.2], [0.0, -0.8, -0.3], [0.0, 0.4, 0.5], [0.2, 0.4, -0.3], [-0.4, -0.2, -0.1], [-0.2, -0.5, -0.9], [-0.4, -0.1, -0.3], [0.1, 0.3, 0.1], [0.1, 0.0, -0.2], [0.3, 0.3, -0.2], [-0.2, 0.0, 0.2], [0.1, 0.5, -0.2], [0.3, 0.2, 0.3], [-0.2, 0.0, 0.0], [0.1, 0.4, 0.3], [-1.0, 0.2, 0.4], [1.8, -1.3, 1.1], [-0.6, 0.4, -0.8], [-1.3, 0.2, -1.3], [1.5, 0.3, 0.4], [-0.8, -0.1, -0.5], [-0.1, 1.1, -0.2], [0.6, -0.6, 0.2], [0.2, -0.1, -0.3], [0.1, -0.1, -0.3], [0.2, 0.1, 0.3], [-0.3, 0.5, 0.0], [0.2, -0.3, -0.2], [-0.4, 0.3, 0.1], [0.1, -0.2, -0.2], [-0.4, -0.4, -0.6], [-0.2, -0.2, 0.4], [0.3, 0.0, 0.4], [0.5, -0.1, 0.1], [-0.4, 0.0, 0.0], [0.0, -0.4, 0.1], [0.2, -0.4, 0.0], [-0.1, -0.1, 0.1], [1.2, -0.7, -0.1], [3.9, -1.2, -4.4], [-0.4, 6.2, 4.5], [-4.5, -3.4, 0.9], [-0.4, 0.0, 0.3], [0.5, 0.2, -0.6], [-0.4, -0.1, 0.1], [0.2, 0.3, -0.1], [2.5, -1.1, -5.0], [-2.0, -0.3, 2.2], [-1.1, -2.1, 2.7], [0.9, 3.9, -0.4], [0.1, 0.3, 0.4], [-0.4, -0.1, -0.2], [-0.3, 0.2, 0.2], [0.0, -0.1, 0.0], [0.2, 0.3, -1.3], [-0.6, 0.0, 2.2], [0.5, -0.5, 0.5], [0.6, -0.8, -1.0], [-0.3, 0.3, -0.4], [0.5, -0.2, 0.0], [-0.3, 0.1, 0.0], [-0.2, 0.1, 0.1], [2.7, -0.1, 1.8], [-0.1, -1.2, -1.5], [-3.6, 1.6, -0.1], [0.5, -0.4, -0.7], [0.4, 0.1, 0.6], [1.0, -0.5, 0.1], [-0.4, 0.5, 0.6], [-0.5, -0.2, -0.5], [0.6, 1.1, -1.5], [-0.2, 0.5, -0.7], [0.0, -1.2, 0.9], [0.1, -2.2, 1.2], [-0.2, 0.7, 0.1], [0.0, 0.3, -1.2], [-0.2, -0.3, 0.3], [0.0, 0.7, 0.3]], "lowdin_charge": [-0.0999, -0.2698, -0.1367, -0.1915, -0.0570, -0.2445, -0.1656, -0.1885, -0.1374, 0.0708, 0.0988, 0.0925, 0.1113, 0.1173, 0.1155, 0.1046, 0.0667, 0.1185, 0.1203, 0.1239, 0.1143, 0.0898, 0.0670, 0.0826, -0.0637, -0.1854, -0.2302, -0.2162, -0.0337, -0.1763, -0.2205, -0.1906, -0.1091, 0.0532, 0.0687, 0.0777, 0.1037, 0.1143, 0.1186, 0.0885, 0.0980, 0.0945, 0.1196, 0.1184, 0.1006, 0.0805, 0.0794, 0.0824, -0.0931, -0.2030, -0.2268, -0.1734, -0.0618, -0.2208, -0.1966, -0.2520, -0.1075, 0.0849, 0.0873, 0.0944, 0.1151, 0.1111, 0.1128, 0.1095, 0.0667, 0.1257, 0.1234, 0.1249, 0.1130, 0.0903, 0.0927, 0.0763, 0.2029, -0.7945, 0.2165, 0.0292, 0.1194, 0.0583, 0.1337, 0.1321, 0.1769, -0.8234, 0.1828, 0.0575, 0.1015, 0.0727, 0.0298, 0.0676, 0.1766, -0.6719, 0.1719, -0.0002, 0.1102, 0.1135, 0.1019, 0.0875, 0.1857, -0.7820, 0.1573, 0.0452, 0.0751, 0.1109, 0.1234, 0.1028, 0.1887, -0.7257, 0.2136, 0.0084, 0.0824, 0.0515, 0.0793, 0.0620]}